DFT (wB97M-V/def2-TZVPD) results for 14 unconnected molecules or ions with the total composition C34H101N13O19 at a distorted geometry.

Positions of all 167 atoms, in Å:
C 18.99122 2.41403 7.62321
O 20.01320 2.97196 7.22219
N 17.90585 2.31697 6.82424
N 18.91670 1.88250 8.87770
H 17.85905 2.82040 5.95510
H 17.26954 1.58345 7.08740
H 19.68062 2.04437 9.50417
H 18.04966 1.51786 9.22624
C 14.44994 -5.44142 -1.92006
O 14.20812 -4.38338 -2.48739
N 14.56818 -5.49180 -0.53921
N 14.45474 -6.67485 -2.49500
H 15.12208 -6.25775 -0.20247
H 14.54673 -4.55867 -0.16065
H 14.73175 -7.46549 -1.95135
H 14.28875 -6.70898 -3.48501
C 23.54430 6.46134 6.21442
O 23.75439 7.16232 7.19414
N 22.37675 5.76977 6.01361
N 24.30154 6.56390 5.07026
H 22.18784 5.34010 5.13066
H 21.57526 6.03599 6.55859
H 24.93576 7.34295 5.09628
H 24.05812 6.06043 4.24451
C 12.65263 3.09294 -2.59816
O 12.67479 2.97201 -1.37070
N 11.47070 3.19367 -3.28609
N 13.75219 3.05301 -3.37240
H 10.56708 3.12691 -2.85740
H 11.53877 3.31806 -4.27807
H 14.57632 2.73747 -2.87497
H 13.69941 3.08510 -4.36902
C 9.44241 4.50466 2.24508
O 10.61713 3.74449 2.12963
C 10.77190 3.04996 0.89057
C 9.64334 2.05808 0.59457
N 10.03082 1.19512 -0.53356
C 9.96082 -0.22495 -0.11515
C 10.25079 -1.19636 -1.24532
O 10.04471 -2.52959 -0.81291
C 11.06394 -3.45207 -1.16740
H 9.36477 5.23809 1.43127
H 9.50331 5.02104 3.20154
H 8.57827 3.83455 2.22441
H 11.75876 2.59817 0.86866
H 10.71542 3.86564 0.15833
H 8.70798 2.58078 0.39989
H 9.49202 1.46963 1.50537
H 10.98466 1.26918 -0.87368
H 8.93371 -0.37274 0.23105
H 10.58333 -0.31882 0.78651
H 11.25399 -1.08894 -1.66484
H 9.50126 -0.94372 -2.00415
H 10.73737 -4.21543 -1.87744
H 11.39191 -4.00797 -0.28522
H 11.98600 -3.05194 -1.59579
C 14.42114 -1.02391 -1.17730
O 15.21138 -0.41842 -0.15967
C 14.47093 0.59794 0.50490
C 14.87481 0.92360 1.94601
N 15.63128 2.16893 1.97421
C 17.02988 1.97447 1.57744
C 17.84558 1.60755 2.81822
O 18.23316 2.72576 3.59758
C 19.60348 3.00934 3.53953
H 13.88288 -1.85152 -0.71981
H 14.98676 -1.17999 -2.09660
H 13.68043 -0.36186 -1.65174
H 13.41886 0.28640 0.54709
H 14.46096 1.51515 -0.09169
H 15.52672 0.27839 2.55297
H 14.02532 0.93496 2.63392
H 15.56188 2.74102 2.80212
H 17.33569 2.92043 1.12578
H 17.08733 1.18481 0.82734
H 18.70482 1.04958 2.42159
H 17.38081 0.84235 3.44340
H 20.01737 3.81625 4.15080
H 19.91611 3.24074 2.51439
H 20.05049 2.13053 4.02711
C 14.34122 2.65026 5.52151
O 14.66754 3.59225 4.49950
C 13.51371 4.13074 3.86968
C 13.78843 5.19642 2.81574
N 12.50196 5.80398 2.45840
C 12.65102 6.96151 1.58571
C 11.35821 7.52435 0.99876
O 11.54318 8.53617 0.05426
C 11.82558 9.79389 0.56924
H 13.63372 3.00941 6.27098
H 15.31725 2.37424 5.90620
H 13.84049 1.78444 5.07442
H 12.78834 4.48682 4.60741
H 13.02501 3.28866 3.35449
H 14.22974 4.78618 1.90020
H 14.58715 5.83898 3.19012
H 11.95803 5.03989 2.06989
H 13.25440 6.70390 0.70359
H 13.19665 7.71245 2.15779
H 10.69818 7.81314 1.83127
H 10.74201 6.72269 0.58348
H 12.59014 9.75617 1.35378
H 10.91850 10.22659 1.02168
H 12.12003 10.51280 -0.19491
C 19.98528 2.29684 -0.84107
O 20.34243 0.96738 -1.16135
C 19.71789 0.43431 -2.32813
C 20.13799 1.01782 -3.66602
N 19.34900 2.24500 -3.97768
C 19.31074 2.61839 -5.39826
C 18.25357 1.79986 -6.11719
O 16.94301 1.96397 -5.57739
C 16.26896 3.03053 -6.20006
H 18.89447 2.37293 -0.78449
H 20.33060 2.97370 -1.62775
H 20.42659 2.60761 0.10359
H 18.63188 0.41655 -2.19409
H 20.04855 -0.60426 -2.31985
H 20.05065 0.32899 -4.51386
H 21.20846 1.22107 -3.56168
H 18.44497 1.99399 -3.59077
H 20.26803 2.37711 -5.86243
H 19.14474 3.69340 -5.33649
H 18.46601 0.73209 -6.17610
H 18.20148 2.10776 -7.17025
H 16.01580 2.75660 -7.23476
H 16.83090 3.95313 -6.36875
H 15.30570 3.26471 -5.75828
C 20.00734 7.40633 3.05226
O 19.22018 6.63668 3.93926
C 17.93808 6.20670 3.45454
C 17.14275 5.71825 4.65544
N 16.97667 6.74713 5.67312
C 16.14534 6.23746 6.75948
C 15.92584 7.30801 7.79815
O 17.11540 7.23668 8.60918
C 17.01954 8.13807 9.71600
H 20.35871 6.88676 2.15867
H 20.72291 7.96736 3.64997
H 19.44430 8.24923 2.62139
H 18.10705 5.39770 2.73870
H 17.46679 7.07403 2.98716
H 17.45112 4.76313 5.08984
H 16.12131 5.57728 4.30787
H 17.81922 7.02539 6.16639
H 16.57303 5.35568 7.25290
H 15.14707 5.90831 6.44481
H 15.04436 7.19464 8.44147
H 15.81125 8.32078 7.39662
H 16.95106 9.16408 9.34472
H 17.99848 8.15897 10.19903
H 16.25865 7.80034 10.41693
O 16.09341 1.63196 -2.47420
H 15.91484 1.17082 -1.63912
H 15.46767 1.24379 -3.09776
O 18.10903 -1.77508 4.25857
H 17.72184 -1.97894 3.38730
H 17.44946 -2.07394 4.89042
O 15.17986 4.31286 -0.54544
H 14.27671 3.98999 -0.68272
H 15.50573 3.80238 0.20952
O 15.24191 -0.20240 -4.60678
H 15.66582 -1.05135 -4.77146
H 15.97230 0.38942 -4.38107
O 16.06715 -2.35487 2.44076
H 15.87497 -3.19762 2.01555
H 15.68042 -2.43227 3.32048

Energy above the lowest of the compared OMol25 structures with the same formula, charge and spin ... 263.3 kJ/mol
F_max ... 2.5 eV/A
Multiplicity ... 1
Lowest unoccupied orbital energy ... -0.221 eV
Charge ... 0

---

DFT (wB97M-V/def2-TZVPD) results for 13 unconnected molecules or ions with the total composition C34H101N19O13 at a distorted geometry.

Positions of all 167 atoms, in Å:
C 1.70767 -6.90437 4.06666
C 2.41918 -5.77257 3.32035
C 1.44773 -4.99244 2.39313
O 0.53767 -4.33879 3.26578
C 0.11655 -3.05293 2.80995
N 3.06761 -4.90249 4.32497
H 1.62762 -7.76505 3.39803
H 0.69024 -6.59785 4.32904
H 2.16396 -7.19573 5.00843
H 3.18229 -6.20720 2.66449
H 0.86213 -5.71323 1.80839
H 2.02930 -4.38925 1.69002
H -0.66501 -3.01037 2.05355
H 0.92461 -2.40135 2.45862
H -0.21398 -2.66870 3.77727
H 3.68117 -4.25071 3.82887
H 2.30516 -4.29633 4.64726
C 2.69287 -0.39326 -3.82770
C 2.08115 -1.55469 -4.57296
C 3.08825 -2.37201 -5.39650
O 3.61452 -1.82011 -6.56640
C 2.61380 -1.67655 -7.55277
N 1.28617 -2.42650 -3.66060
H 3.42264 -0.66272 -3.06310
H 1.94272 0.25631 -3.36488
H 3.21861 0.31253 -4.48093
H 1.25051 -1.18312 -5.19217
H 2.52321 -3.28399 -5.65616
H 3.90496 -2.69202 -4.74855
H 3.06978 -1.19721 -8.41850
H 1.83967 -0.96114 -7.26635
H 2.21925 -2.65739 -7.81835
H 1.13970 -3.29091 -4.17487
H 0.39061 -1.95552 -3.53778
C -1.29097 3.81877 -0.07580
C -1.97147 4.73944 -1.10388
C -2.05988 6.18485 -0.67132
O -3.02963 6.81860 -1.50455
C -3.13926 8.20978 -1.45984
N -1.13628 4.77071 -2.33979
H -1.08953 2.84740 -0.52460
H -2.00392 3.62938 0.73123
H -0.37616 4.31599 0.25046
H -2.99688 4.35492 -1.15114
H -1.17430 6.82011 -0.74776
H -2.43894 6.21568 0.35893
H -3.90419 8.47872 -0.72995
H -3.40413 8.59998 -2.44493
H -2.18729 8.72667 -1.27869
H -1.08045 5.73493 -2.63173
H -1.44094 4.20070 -3.14586
C 3.49044 -0.78976 0.86878
C 4.10042 -1.12555 2.24697
C 5.62908 -1.22790 2.29868
O 6.08333 -2.06592 1.26409
C 5.82261 -3.45041 1.35574
N 3.68884 0.03099 3.05506
H 3.87482 0.19073 0.57296
H 2.41239 -0.68576 0.96941
H 3.81841 -1.43058 0.04558
H 3.67543 -2.00129 2.74371
H 5.90046 -1.67358 3.26095
H 6.04230 -0.23261 2.14776
H 4.77582 -3.62920 1.61945
H 6.47818 -3.89961 2.11307
H 6.09661 -3.85767 0.38690
H 2.70159 0.22737 3.04702
H 4.22820 0.86236 2.86823
C -5.14794 0.08011 0.52591
C -4.41441 1.43103 0.57174
C -5.46083 2.53380 0.37622
O -5.90257 2.60933 -0.97934
C -5.12191 3.47838 -1.74998
N -3.70601 1.48512 1.84151
H -4.43632 -0.72795 0.66367
H -5.74520 -0.02499 -0.38072
H -5.74145 0.05557 1.44466
H -3.67900 1.53849 -0.23004
H -5.06031 3.51343 0.65513
H -6.38529 2.28658 0.90308
H -4.89194 4.41293 -1.22720
H -5.53649 3.67525 -2.73579
H -4.12864 3.06473 -1.98233
H -2.91100 0.80368 1.88898
H -4.18762 1.03547 2.62380
C -3.15557 -5.07155 -4.67793
C -2.02210 -5.97551 -4.16987
C -1.54780 -5.75695 -2.73089
O -0.75690 -4.58707 -2.65984
C -0.54686 -4.21732 -1.31990
N -2.27688 -7.36709 -4.51865
H -2.85374 -4.03213 -4.74424
H -3.98562 -5.16447 -3.96458
H -3.50754 -5.49889 -5.61302
H -1.19974 -5.63267 -4.81394
H -1.00166 -6.56695 -2.22595
H -2.45409 -5.67231 -2.10284
H -1.46042 -4.25782 -0.72574
H -0.26096 -3.16681 -1.29744
H 0.23512 -4.84153 -0.88237
H -1.47056 -7.91962 -4.25562
H -3.11447 -7.74697 -4.09344
C -0.41078 1.04024 -5.89077
C -1.43216 1.43430 -4.81856
C -1.19824 0.76255 -3.48504
O -1.19538 -0.65627 -3.65343
C -2.47017 -1.25793 -3.54293
N -1.40926 2.93111 -4.76352
H 0.62628 1.02445 -5.53624
H -0.55970 1.38430 -6.90526
H -0.45557 -0.06988 -5.88996
H -2.42511 1.20866 -5.22068
H -1.86338 1.03068 -2.65721
H -0.21600 1.06223 -3.09894
H -3.09860 -0.78733 -2.77890
H -2.29425 -2.24973 -3.11169
H -3.00771 -1.38068 -4.48517
H -0.41956 3.19060 -4.61511
H -1.47103 3.29482 -5.71424
C -3.51700 -0.63697 4.77791
O -2.51041 0.11207 4.79192
N -3.90539 -1.42119 3.70448
N -4.26382 -0.76200 5.95652
H -3.33809 -1.36443 2.87338
H -4.76923 -1.90359 3.84130
H -5.03393 -1.40807 5.97455
H -4.13617 -0.18891 6.76064
C 2.86662 3.22970 1.44362
O 2.30200 2.39645 0.66959
N 2.35594 3.48406 2.73907
N 4.04606 3.94499 1.20549
H 2.75260 4.21257 3.29066
H 1.46819 3.10769 2.99857
H 4.40959 3.95169 0.26784
H 4.43889 4.46141 1.95582
C -0.53259 0.43746 1.49241
O -1.45435 -0.30643 1.89795
N 0.19789 1.23698 2.34904
N -0.21361 0.57548 0.14962
H 1.09563 1.60816 2.09820
H -0.07049 1.06493 3.30719
H 0.35416 1.32354 -0.20448
H -0.31703 -0.19896 -0.48743
C 1.13310 0.77537 6.46043
O 1.69668 1.19427 5.43092
N 1.76148 0.65445 7.70911
N -0.19614 0.33347 6.45855
H 2.73198 0.84676 7.86159
H 1.25427 0.17950 8.42306
H -0.63071 -0.03340 7.27241
H -0.65398 0.37782 5.55485
C 2.05109 3.00725 -2.86177
O 1.68854 3.27927 -4.00536
N 3.32114 2.50552 -2.53880
N 1.24533 3.17104 -1.73028
H 3.90961 2.37139 -3.34264
H 3.53395 2.32088 -1.57919
H 0.34652 3.64046 -1.90659
H 1.60239 2.85348 -0.84162
C 1.06059 4.63342 6.47334
O 0.63871 5.47577 7.28423
N 2.31425 4.05839 6.68023
N 0.35669 4.20216 5.35151
H 2.57039 3.18086 6.24936
H 2.77708 4.40496 7.49974
H 0.40970 3.26594 4.99616
H -0.28784 4.91641 5.06011

Energy above the lowest of the compared OMol25 structures with the same formula, charge and spin ... 336.0 kJ/mol
F_max ... 3.7 eV/A
Multiplicity ... 1
Lowest unoccupied orbital energy ... 0.213 eV
Charge ... 0